(1)
{"formula": "C21H18N2O4S2", "method": "ωB97M-V/def2-TZVPD", "total_energy_ev": -54903.288, "symbols": ["C", "C", "N", "N", "C", "C", "C", "C", "C", "H", "H", "H", "H", "H", "H", "C", "C", "C", "C", "S", "C", "C", "S", "C", "C", "C", "C", "C", "C", "O", "O", "O", "O", "C", "C", "H", "H", "H", "H", "H", "H", "H", "H", "H", "H", "H", "H"], "coordinates": [[0.0598, 0.7366, -2.6686], [1.0015, 1.4186, -3.4552], [1.8130, 1.9322, -4.1290], [-1.2909, 0.9509, -3.0267], [-2.1992, -0.0649, -2.9330], [-3.5319, 0.1727, -3.2217], [-3.9528, 1.4477, -3.6173], [-3.0136, 2.4808, -3.6602], [-1.6839, 2.2134, -3.3819], [0.2837, -0.2802, -2.3567], [-1.7845, -1.0363, -2.6688], [-4.2303, -0.6596, -3.1284], [-4.9944, 1.6326, -3.8854], [-3.2770, 3.5097, -3.9125], [-0.8988, 2.9636, -3.4498], [-0.5450, -3.5086, 2.9445], [-1.0463, -3.5200, 1.6421], [-0.2289, -3.1571, 0.5737], [1.0622, -2.7075, 0.8346], [2.0701, -2.0458, -0.5218], [1.9144, -0.2319, -0.4351], [2.8296, 0.5769, -1.0041], [0.3791, 0.4850, 0.0461], [0.5637, 1.2332, 1.6453], [-0.2634, 0.8161, 2.6922], [-0.0490, 1.3283, 3.9745], [0.9292, 2.3095, 4.1788], [1.6785, 2.7917, 3.0979], [1.4817, 2.2677, 1.8181], [0.2041, 1.6019, -0.9320], [-0.6939, -0.4918, 0.0718], [3.4522, -2.3675, -0.2318], [1.4254, -2.4736, -1.7507], [1.5942, -2.7417, 2.1225], [0.7738, -3.1193, 3.1847], [-1.1891, -3.8098, 3.7705], [-2.0818, -3.7903, 1.4334], [-0.5883, -3.2050, -0.4544], [2.6465, 1.6494, -1.0408], [3.7971, 0.1842, -1.3226], [-1.0661, 0.1082, 2.4881], [-0.6589, 0.9675, 4.8070], [1.0819, 2.7245, 5.1792], [2.4116, 3.5851, 3.2454], [2.0141, 2.6619, 0.9550], [2.6294, -2.4425, 2.2845], [1.1711, -3.0964, 4.1985]], "atomic_forces_ev_per_a": [[-2.35, -1.66, -5.34], [0.83, 0.12, -0.58], [-0.86, -0.37, 0.99], [3.16, -0.28, 0.61], [-0.97, -0.16, 0.11], [0.54, 0.01, 0.13], [-0.50, 0.10, 0.04], [0.65, -0.32, -0.08], [-0.93, 0.63, -0.25], [-0.07, 0.25, -0.32], [-0.22, 0.32, -0.04], [0.19, 0.27, -0.13], [0.34, -0.07, 0.19], [-0.01, -0.41, -0.01], [-0.24, -0.26, 0.17], [0.02, 0.14, -0.11], [0.17, -0.10, -0.21], [-0.05, 0.06, -0.02], [0.37, 0.07, -0.18], [-0.30, -1.11, 0.51], [0.78, -0.10, -0.57], [-0.20, -0.79, 1.05], [-2.06, 2.77, -1.35], [-0.07, -0.21, 0.42], [0.24, -0.18, 0.00], [0.02, 0.27, -0.20], [-0.11, -0.13, -0.15], [-0.20, -0.09, -0.14], [0.13, -0.08, 0.29], [0.73, -0.03, 5.43], [0.91, 0.43, 0.18], [-0.71, 0.47, -0.43], [0.57, 0.61, 0.70], [-0.08, 0.41, -0.07], [0.03, -0.11, -0.08], [0.18, 0.14, -0.17], [0.31, -0.08, 0.17], [0.07, 0.19, 0.34], [0.06, -0.29, -0.27], [-0.33, 0.06, -0.07], [0.35, -0.03, 0.11], [0.20, 0.20, -0.31], [0.00, -0.18, -0.38], [-0.23, -0.21, -0.03], [0.02, -0.10, 0.27], [-0.26, -0.03, 0.00], [-0.10, -0.11, -0.23]], "nbo_charge": [-0.22, 0.23, -0.40, -0.24, -0.04, -0.20, -0.29, -0.18, -0.06, 0.23, 0.22, 0.23, 0.22, 0.23, 0.23, -0.18, -0.22, -0.18, -0.24, 2.15, -0.65, -0.22, 2.12, -0.24, -0.20, -0.21, -0.19, -0.20, -0.21, -0.91, -0.93, -0.92, -0.91, -0.22, -0.22, 0.22, 0.22, 0.25, 0.24, 0.25, 0.25, 0.23, 0.22, 0.23, 0.23, 0.24, 0.22]}

=====

(2)
{"formula": "C2H3N3O", "method": "ωB97M-V/def2-TZVPD", "smiles": "Nc1cnon1", "total_energy_ev": -8635.363, "symbols": ["C", "C", "H", "H", "H", "N", "N", "N", "O"], "coordinates": [[0.2292, -0.2067, 0.1584], [-0.7536, 0.9039, 0.0584], [1.9278, 0.2323, 0.9111], [2.1250, -0.9727, -0.5740], [-1.0455, 2.0761, -0.1674], [1.5366, -0.0158, -0.2381], [-1.9359, 0.3335, -0.1354], [-0.4012, -1.3665, 0.0420], [-1.6823, -0.9840, -0.0551]], "atomic_forces_ev_per_a": [[-1.71, 0.11, -2.84], [-3.07, 1.32, -1.39], [-0.21, -0.73, -4.55], [-2.55, 3.12, 1.59], [2.39, -2.83, 1.05], [4.83, -1.54, 4.69], [2.59, -0.20, 1.23], [0.64, 2.97, 0.63], [-2.91, -2.21, -0.39]], "nbo_charge": [0.22, -0.13, 0.37, 0.41, 0.27, -0.80, -0.07, -0.11, -0.16]}

=====

(3)
{"formula": "C25H27Cl2DyOP", "method": "ωB97M-V/def2-TZVPD", "total_energy_ev": -86829.520, "total_charge": -1, "multiplicity": 6, "symbols": ["Dy", "Cl", "Cl", "C", "H", "H", "C", "C", "H", "C", "H", "C", "H", "H", "C", "H", "H", "C", "H", "H", "H", "H", "O", "P", "C", "C", "C", "C", "C", "C", "C", "C", "C", "C", "C", "C", "C", "C", "C", "C", "C", "C", "H", "H", "H", "H", "H", "H", "H", "H", "H", "H", "H", "H", "H", "H", "H"], "coordinates": [[0.4124, 1.8709, -0.5499], [-1.6909, 2.6032, -1.6889], [1.3392, 3.7915, 0.7352], [2.1089, 1.5951, -2.0963], [2.3855, 0.9177, -2.9165], [2.9347, 2.3141, -1.8962], [-0.9249, 0.0903, -3.7224], [0.3647, -0.2710, -3.9170], [-1.4691, -0.1190, -2.8053], [1.0827, 0.1239, -5.1768], [0.9468, -0.8063, -3.1647], [0.6069, 1.5177, -5.5866], [2.1687, 0.1098, -5.0274], [0.8258, -0.5675, -5.9933], [-0.9079, 1.5464, -5.8283], [0.8578, 2.2169, -4.7823], [1.1105, 1.8566, -6.4942], [-1.7411, 0.7283, -4.8019], [-1.2805, 2.5835, -5.8531], [-1.0969, 1.1018, -6.8159], [-2.5220, 1.3651, -4.3653], [-2.2626, -0.0560, -5.3798], [0.3070, -0.2402, 0.1373], [0.0587, -0.5118, 1.6389], [1.6179, -0.3992, 2.5116], [2.2171, -1.5474, 3.0720], [3.5599, -1.5156, 3.4507], [4.3180, -0.3559, 3.2666], [3.7164, 0.7985, 2.7554], [2.3600, 0.7982, 2.4326], [-1.1691, 0.6991, 2.1507], [-0.9921, 1.5646, 3.2424], [-1.9971, 2.4802, 3.5619], [-3.1671, 2.5478, 2.8043], [-3.3121, 1.7347, 1.6787], [-2.3233, 0.8105, 1.3479], [-0.6484, -2.1143, 1.9944], [-0.6795, -3.1035, 1.0010], [-1.1423, -4.3808, 1.3230], [-1.5691, -4.6731, 2.6206], [-1.5712, -3.6744, 3.6007], [-1.1255, -2.3877, 3.2897], [1.6367, -2.4567, 3.2453], [4.0135, -2.4100, 3.8766], [5.3850, -0.3661, 3.4886], [4.3144, 1.7006, 2.6053], [1.8870, 1.7454, 2.1295], [-0.0811, 1.5295, 3.8414], [-1.8577, 3.1573, 4.4059], [-3.9655, 3.2331, 3.0852], [-4.1888, 1.8220, 1.0413], [-2.4287, 0.1979, 0.4425], [-0.3254, -2.8725, -0.0064], [-1.1559, -5.1530, 0.5547], [-1.9038, -5.6803, 2.8681], [-1.9053, -3.8844, 4.6149], [-1.1316, -1.6057, 4.0537]], "atomic_forces_ev_per_a": [[-0.46, 0.06, -0.38], [-1.36, 0.42, -0.54], [0.62, 1.29, 1.01], [1.36, -0.15, -0.27], [0.15, 0.33, 0.05], [-0.11, -0.20, -0.36], [1.05, -0.81, -0.24], [-1.21, 0.04, 0.34], [0.32, -0.13, 0.02], [-0.28, 0.17, -0.14], [-0.38, 0.22, -0.01], [-0.22, 0.33, 0.17], [-0.21, -0.04, -0.08], [0.21, -0.09, 0.05], [-0.10, -0.13, -0.18], [0.06, -0.09, -0.02], [0.09, 0.02, -0.02], [-0.07, 0.38, -0.35], [0.24, -0.32, -0.04], [0.03, 0.24, 0.03], [0.22, -0.19, 0.03], [0.05, 0.10, 0.36], [-0.42, -2.19, 1.57], [0.10, 1.19, -1.43], [0.14, -0.17, 0.65], [0.26, 0.25, 0.09], [-0.27, 0.10, -0.04], [-0.07, -0.06, -0.27], [-0.09, -0.13, 0.26], [0.08, 0.04, -0.03], [0.55, 0.38, 0.01], [-0.55, 0.19, 0.24], [0.29, -0.20, 0.08], [-0.01, -0.07, -0.13], [0.21, -0.29, 0.06], [-0.32, 0.01, 0.02], [-0.13, -0.57, -0.02], [-0.03, -0.02, 0.36], [-0.03, 0.06, 0.08], [0.05, 0.23, -0.04], [0.15, 0.21, -0.19], [0.07, -0.36, -0.31], [0.18, 0.26, -0.27], [-0.07, 0.21, -0.08], [-0.26, 0.04, 0.01], [-0.31, -0.22, 0.11], [0.26, -0.51, -0.19], [-0.21, -0.03, -0.19], [-0.03, -0.19, -0.21], [0.24, -0.05, -0.12], [0.16, 0.01, 0.12], [0.05, 0.29, 0.43], [-0.09, 0.00, 0.34], [-0.01, 0.15, 0.20], [0.05, 0.24, -0.06], [0.00, -0.05, -0.22], [0.02, -0.20, -0.27]], "mulliken_charge": [0.84, -0.58, -0.58, -0.99, 0.28, 0.22, -0.38, -0.30, 0.48, -0.96, 0.52, -0.52, 0.32, 0.40, -0.66, 0.22, 0.40, -0.61, 0.30, 0.29, 0.23, 0.27, -0.43, 1.31, 0.55, -0.49, -0.60, -0.46, -0.80, -0.23, 0.29, -0.11, -0.59, -0.50, -0.52, -0.40, -0.05, -0.44, -0.53, -0.43, -0.54, -0.30, 0.27, 0.38, 0.35, 0.44, 0.04, 0.35, 0.36, 0.36, 0.38, 0.28, 0.41, 0.38, 0.36, 0.38, 0.37]}

=====

(4)
{"formula": "C3H3FO3Tl", "method": "ωB97M-V/def2-TZVPD", "total_energy_ev": -16688.395, "total_charge": 2, "multiplicity": 2, "symbols": ["C", "C", "O", "C", "O", "O", "Tl", "F", "H", "H", "H"], "coordinates": [[-1.1638, 0.8850, -0.1872], [-1.1322, -0.5819, 0.0013], [0.0702, -0.9847, 0.7137], [1.2077, -0.5885, 0.1749], [2.2903, -0.7822, 0.8113], [1.1668, 0.4238, -0.6482], [3.1082, 0.5743, -0.3491], [-1.0772, 1.6215, 0.9343], [-1.3807, 1.4284, -1.1052], [-1.1317, -1.0708, -0.9799], [-1.9577, -0.9250, 0.6342]], "atomic_forces_ev_per_a": [[0.28, 2.00, 4.03], [1.10, -0.78, -0.46], [0.14, -0.47, -0.85], [-2.52, 1.62, 3.36], [-2.35, -3.81, 1.15], [-4.95, -1.48, -1.10], [9.01, 4.68, -2.36], [-0.05, -2.19, -3.86], [-0.07, 0.23, -0.02], [-0.33, 0.03, 0.19], [-0.25, 0.16, -0.08]], "mulliken_charge": [0.41, -0.32, -0.22, 0.88, -0.38, -0.44, 0.97, -0.04, 0.41, 0.36, 0.37]}